[1]
Molecular formula: C2HN2P
Method: DFT, ωB97M-V with the def2-TZVPD basis set

The geometry in XYZ format:
```
6
Properties=species:S:1:pos:R:3:forces:R:3
C 1.1735 -0.6701 0.1559 -0.91 2.80 2.08
H 0.4624 1.4963 -0.6056 0.17 0.16 1.97
C -1.4037 0.0698 0.1226 1.00 0.31 0.76
N -2.4758 -0.2247 -0.1620 -1.70 -0.38 -0.45
N 1.7739 -1.5271 -0.2926 1.06 -1.91 -0.94
P 0.4697 0.8558 0.7817 0.38 -0.99 -3.42
```
Positions in Å, forces in eV/Å.

## Properties
**Multiplicity**: 3
**Highest occupied orbital energy (spin up / spin down)**: -7.6 / -11.9 eV
**⟨S²⟩**: 2.01
**LUMO (spin up / spin down)**: -0.366 / -5.797 eV
**Strongest force on any atom**: 0.070 Eh/bohr
**HOMO-LUMO gap (spin up / spin down)**: 7.27 / 6.13 eV

How positive or negative is each atom? The Mulliken charges in e answer that: atom 1 (C): 0.309, atom 2 (H): 0.187, atom 3 (C): 0.080, atom 4 (N): -0.332, atom 5 (N): -0.261, atom 6 (P): 0.017

***

[2]
Molecular formula: C16H29CrN2S
Method: DFT, ωB97M-V with the def2-TZVPD basis set

The geometry in XYZ format:
```
49
Properties=species:S:1:pos:R:3:forces:R:3
C 1.2184 1.3290 1.3598 0.47 0.17 -0.20
C -1.2242 -3.7990 2.4560 -0.20 -0.03 0.89
H -1.4987 -1.2038 -2.4749 0.22 0.02 0.25
H -1.4491 0.0369 0.1818 -0.68 0.06 0.28
Cr 0.3034 0.1703 -0.2235 -0.71 -1.24 -0.79
C -2.6136 0.5022 -3.0599 0.12 0.30 -0.10
H 2.1198 1.3159 -3.0089 0.15 0.07 0.20
C -2.0976 -0.0738 -0.7209 -0.88 -0.27 -0.34
C 2.7007 1.0969 -2.1061 -0.06 -0.28 -0.37
H 0.1166 1.1344 3.1966 0.37 0.10 -0.05
C 2.2182 0.8365 0.4438 -0.10 0.64 -0.07
H 1.8098 1.6141 3.4623 -0.20 -0.22 -0.52
H -1.3740 -5.7471 1.4800 -0.22 0.29 -0.11
H 3.6103 1.7098 -2.1239 -0.16 -0.09 0.01
C 0.3240 2.1929 0.6393 0.77 0.12 -0.37
C -0.2946 -3.0257 0.4612 -0.93 -1.40 1.06
H -0.4632 3.9784 1.5465 0.11 -0.10 -0.14
C -1.5643 -0.1606 -2.1598 -0.03 -0.44 -0.58
C 1.9225 1.3654 -0.8639 0.02 0.51 0.92
H -2.6621 -0.9954 -0.5281 0.18 0.27 0.19
C 0.7478 2.2150 -0.7332 0.61 0.31 0.56
H 4.2219 0.4541 1.1729 -0.25 0.09 -0.16
C 0.1663 3.0822 -1.8005 -0.52 -0.05 -0.40
H 0.3611 2.6963 -2.8141 0.03 0.19 0.41
N -0.4546 -2.7785 1.7714 0.59 1.06 -0.78
H -1.6399 3.0685 0.5886 0.04 0.09 0.04
H 0.0619 -2.0335 2.2283 -0.15 -0.48 -0.07
H -1.0864 -4.4699 -0.7789 0.06 -0.11 0.04
H -2.8265 0.7489 -0.7178 0.45 -0.07 0.61
S 0.7263 -2.1748 -0.6025 0.18 0.37 -0.18
H -2.4162 0.3570 -4.1213 0.11 -0.02 0.08
H 0.5874 4.0991 -1.7284 -0.09 -0.38 -0.02
H -0.9279 3.1726 -1.6938 0.40 0.03 0.01
N -0.9805 -4.1496 0.1706 0.99 1.36 -0.70
H 1.3870 -0.0605 2.9982 0.17 0.44 0.00
H -3.5957 0.0774 -2.8461 0.04 -0.09 -0.01
C 1.1440 1.0022 2.8246 -0.50 -0.47 0.20
H -0.5514 0.2445 -2.3765 -0.16 0.23 0.20
H 3.0058 0.0437 -2.1741 0.03 0.25 0.10
C -0.7867 2.9730 1.2619 -0.30 -0.29 -0.04
C -1.6759 -4.7045 1.3134 -0.60 -0.71 0.06
H 3.6175 -0.7303 -0.0030 0.05 0.13 0.08
H -2.7649 -4.6486 1.1540 0.41 -0.16 0.08
H 3.0048 -0.7271 1.6475 0.15 0.06 -0.11
H -2.0809 -3.3458 2.9646 0.24 -0.17 0.08
H -0.5860 -4.3231 3.1818 -0.29 0.16 -0.17
H -1.1251 2.4780 2.1736 -0.07 0.12 -0.07
H -2.6877 1.5726 -2.8641 0.05 0.05 -0.04
C 3.3282 -0.0800 0.8259 0.09 -0.46 0.06
```
Positions in Å, forces in eV/Å.

## Properties
**Multiplicity**: 4
**Highest occupied orbital energy (spin up / spin down)**: -15.9 / -16.0 eV
**Charge**: +2
**⟨S²⟩**: 3.95
**LUMO (spin up / spin down)**: -8.009 / -7.109 eV
**Strongest force on any atom**: 0.039 Eh/bohr
**HOMO-LUMO gap (spin up / spin down)**: 7.91 / 8.94 eV

How positive or negative is each atom? The Mulliken charges in e answer that: atom 1 (C): 0.534, atom 2 (C): -0.509, atom 3 (H): 0.473, atom 4 (H): 0.421, atom 5 (Cr): -0.112, atom 6 (C): -1.584, atom 7 (H): 0.319, atom 8 (C): -0.962, atom 9 (C): -1.772, atom 10 (H): 0.344, atom 11 (C): 0.731, atom 12 (H): 0.339, atom 13 (H): 0.313, atom 14 (H): 0.389, atom 15 (C): 0.341, atom 16 (C): 0.458, atom 17 (H): 0.356, atom 18 (C): 0.118, atom 19 (C): 0.840, atom 20 (H): 0.382, atom 21 (C): 0.692, atom 22 (H): 0.348, atom 23 (C): -1.360, atom 24 (H): 0.311, atom 25 (N): 0.114, atom 26 (H): 0.337, atom 27 (H): 0.040, atom 28 (H): 0.216, atom 29 (H): 0.547, atom 30 (S): -0.470, atom 31 (H): 0.397, atom 32 (H): 0.343, atom 33 (H): 0.328, atom 34 (N): -0.170, atom 35 (H): 0.319, atom 36 (H): 0.431, atom 37 (C): -1.549, atom 38 (H): 0.186, atom 39 (H): 0.388, atom 40 (C): -1.480, atom 41 (C): -0.486, atom 42 (H): 0.324, atom 43 (H): 0.303, atom 44 (H): 0.346, atom 45 (H): 0.308, atom 46 (H): 0.322, atom 47 (H): 0.369, atom 48 (H): 0.324, atom 49 (C): -1.196

***

[3]
Molecular formula: C3H12O2S
Method: DFT, ωB97M-V with the def2-TZVPD basis set

The geometry in XYZ format:
```
18
Properties=species:S:1:pos:R:3:forces:R:3
H 0.1839 3.7979 1.2705 -0.15 0.34 -0.68
H -0.2365 -6.2545 0.9005 -0.22 0.06 -0.19
C 0.9264 2.8872 -0.5400 -2.99 -0.11 -1.05
C 1.1068 3.7218 0.6741 0.60 0.92 2.35
H 1.0067 -0.6077 -0.4204 0.19 -0.45 0.07
O -2.0925 -1.2820 1.8258 0.47 0.46 0.90
H 0.5470 1.3377 0.8201 -0.55 -0.60 -0.56
O -0.9682 -5.9071 0.3726 0.22 0.28 0.56
S 0.6202 0.2332 -1.3661 0.16 -0.16 -0.07
H 0.1164 3.3943 -1.1110 0.89 0.23 -0.23
H -1.0353 -6.4819 -0.3837 0.00 -0.32 -0.37
H -2.3183 -1.6846 0.9966 0.13 -0.37 -0.58
H 1.7555 3.3882 1.4907 0.45 -1.04 -0.44
H 1.5518 4.7161 0.5622 -0.58 0.09 -0.69
H -0.9124 1.5331 -0.2272 0.05 0.84 0.31
H 1.7653 2.7618 -1.2183 0.20 -0.18 0.35
C 0.1735 1.5523 -0.2014 1.71 0.08 0.66
H -1.1447 -1.4208 1.9864 -0.58 -0.08 -0.34
```
Positions in Å, forces in eV/Å.

## Properties
**ΔE to the lowest compared entry with this formula, charge and spin**: 24.5 kcal per mole
**Highest occupied orbital energy**: -9.0 eV
**SMILES string**: CCCS.O.O
**LUMO**: 0.585 eV
**Strongest force on any atom**: 0.062 Eh/bohr
**HOMO-LUMO gap**: 9.57 eV

How positive or negative is each atom? The Mulliken charges in e answer that: atom 1 (H): 0.329, atom 2 (H): 0.321, atom 3 (C): -0.237, atom 4 (C): -1.303, atom 5 (H): 0.097, atom 6 (O): -0.625, atom 7 (H): 0.277, atom 8 (O): -0.638, atom 9 (S): -0.241, atom 10 (H): 0.191, atom 11 (H): 0.318, atom 12 (H): 0.316, atom 13 (H): 0.364, atom 14 (H): 0.341, atom 15 (H): 0.387, atom 16 (H): 0.371, atom 17 (C): -0.570, atom 18 (H): 0.304